[1]
{"formula": "C17H20BrF3N6RhS", "method": "wB97M-V/def2-TZVPD", "homo_lumo_gap_ha": [0.1753, 0.1730], "lumo_energy_ev": [2.1, 2.1], "energy_ha": -4370.6528, "homo_ev": [-2.71, -2.65], "de_lowest_kcal_mol": 50.1, "charge": -1, "multiplicity": 1, "elements": ["Rh", "F", "C", "F", "F", "C", "C", "C", "C", "N", "C", "S", "H", "H", "H", "C", "N", "C", "C", "N", "N", "C", "N", "N", "H", "H", "H", "H", "H", "H", "H", "H", "H", "H", "H", "Br", "C", "C", "C", "C", "C", "C", "H", "H", "H", "H", "C", "H", "H"], "positions_angstrom": [[0.8817, 1.0957, -0.5435], [-5.8423, 3.0512, -0.8923], [-4.5696, 2.9268, -1.3894], [-4.1807, 4.1777, -1.6890], [-4.7044, 2.2494, -2.5417], [-3.6702, 2.2472, -0.3888], [-4.2236, 1.8149, 0.7864], [-3.4390, 1.1900, 1.7518], [-2.0903, 1.0766, 1.4584], [-1.5176, 1.4833, 0.3473], [-2.2693, 2.0458, -0.6679], [-1.5009, 2.4050, -2.1222], [-5.2811, 1.9625, 0.9629], [-3.8523, 0.8287, 2.6837], [-1.4119, 0.6215, 2.1849], [-0.3377, -3.1869, 2.5291], [0.6399, -2.8262, 1.5137], [1.9308, -3.4697, 1.7028], [0.7287, -1.4185, 1.2785], [0.3407, -0.8858, 0.2132], [1.2518, -0.7188, 2.3733], [1.5379, 0.6525, 2.5364], [2.1087, 0.8757, 3.8010], [1.3458, 1.4946, 1.6268], [-0.5340, -4.2576, 2.4673], [-1.2700, -2.6533, 2.3475], [-0.0015, -2.9645, 3.5551], [1.8076, -4.5475, 1.5978], [2.3743, -3.2803, 2.6949], [2.6279, -3.1260, 0.9396], [-0.0211, -1.5906, -0.4244], [1.6114, -1.3073, 3.1038], [1.6287, 0.3972, 4.5506], [2.1784, 1.8602, 4.0090], [1.5786, 2.4463, 1.8889], [2.4962, -2.5888, -6.0259], [2.0552, -1.4674, -4.5361], [0.7369, -1.3439, -4.1369], [0.4412, -0.5327, -3.0423], [1.4151, 0.1734, -2.3040], [2.7296, 0.0078, -2.7761], [3.0604, -0.7922, -3.8693], [-0.0484, -1.8620, -4.6745], [-0.6029, -0.4184, -2.7632], [3.5382, 0.5259, -2.2723], [4.0890, -0.8871, -4.1956], [1.8123, 2.5714, -1.0573], [2.7785, 2.8327, -0.5969], [1.6431, 3.1109, -1.9952]], "mulliken_charge": [-0.322, -0.333, 0.680, -0.239, -0.236, -0.269, 0.049, -1.088, 0.112, -0.011, 0.037, -0.416, 0.456, 0.379, 0.083, -0.913, -0.063, -0.973, -0.161, 0.127, -0.011, 0.350, -0.637, -0.120, 0.349, 0.290, 0.306, 0.339, 0.324, 0.302, 0.146, 0.296, 0.191, 0.253, 0.085, -0.277, 0.228, -0.692, 0.056, -0.069, -0.012, -0.579, 0.388, 0.345, 0.294, 0.376, -1.058, 0.320, 0.319]}

=====

[2]
{"formula": "C17H20ClNO2S", "method": "wB97M-V/def2-TZVPD", "homo_lumo_gap_ha": 0.3392, "lumo_energy_ev": 0.7, "energy_ha": -1723.3920, "homo_ev": -8.55, "de_lowest_kcal_mol": 27.5, "multiplicity": 1, "elements": ["C", "C", "C", "Cl", "N", "C", "C", "C", "C", "C", "C", "S", "C", "C", "C", "C", "C", "C", "H", "H", "H", "H", "H", "H", "H", "H", "H", "H", "H", "H", "H", "H", "O", "C", "C", "O", "H", "H", "H", "H", "H", "H"], "positions_angstrom": [[-1.7112, 2.2237, -3.1832], [-1.4589, 0.6947, -3.3265], [-1.5790, 0.0741, -1.9298], [-3.3477, -0.2798, -1.6766], [-0.8120, -1.1698, -1.7447], [-0.9678, -1.5799, -0.3667], [-1.8024, -2.6170, -0.0294], [-2.0037, -3.0091, 1.2703], [-1.3246, -2.3540, 2.2758], [-0.4674, -1.3226, 1.9886], [-0.2986, -0.9660, 0.6706], [0.8358, 0.3557, 0.2438], [1.4850, -0.3151, -1.2780], [2.7964, -0.1618, -1.6510], [3.2308, -0.7214, -2.8280], [2.3642, -1.4501, -3.6083], [1.0505, -1.5828, -3.2209], [0.5842, -1.0094, -2.0637], [-0.8272, 2.6356, -2.6813], [-1.8465, 2.6838, -4.1624], [-2.5595, 2.3869, -2.5118], [-0.4639, 0.5980, -3.7719], [-2.1827, 0.2574, -4.0192], [-1.3545, 0.8537, -1.1958], [-2.3440, -3.1171, -0.8295], [-2.6861, -3.8138, 1.5192], [-1.4847, -2.6853, 3.2984], [0.0783, -0.8301, 2.7885], [3.4856, 0.4079, -1.0349], [4.2614, -0.5891, -3.1431], [2.7340, -1.8907, -4.5286], [0.3757, -2.1606, -3.8475], [0.2173, 2.5603, 3.1309], [0.0361, 2.2348, 4.5099], [1.3090, 1.6267, 5.0625], [2.3937, 2.5272, 4.9001], [0.2696, 1.7314, 2.6424], [-0.1935, 3.1672, 5.0241], [-0.8106, 1.5487, 4.6170], [1.2074, 1.4014, 6.1245], [1.5525, 0.7014, 4.5217], [2.2590, 2.9549, 4.0444]], "mulliken_charge": [-1.239, -0.289, 0.133, -0.197, 0.073, -0.679, -0.061, -0.714, -0.433, -0.154, 0.679, -0.379, 0.642, -0.572, -0.487, -0.601, 0.058, -0.798, 0.328, 0.392, 0.307, 0.244, 0.382, 0.280, 0.420, 0.391, 0.386, 0.308, 0.410, 0.379, 0.387, 0.417, -0.567, -0.486, -0.192, -0.524, 0.292, 0.308, 0.299, 0.342, 0.175, 0.338]}

=====

[3]
{"formula": "C17H20GeN3NaO7", "method": "wB97M-V/def2-TZVPD", "homo_lumo_gap_ha": 0.1788, "lumo_energy_ev": 3.9, "energy_ha": -3589.8818, "homo_ev": -0.98, "de_lowest_kcal_mol": 3.8, "charge": -2, "multiplicity": 1, "elements": ["Na", "O", "C", "O", "C", "C", "C", "C", "C", "C", "O", "N", "O", "O", "N", "O", "O", "H", "H", "C", "Ge", "C", "C", "C", "H", "H", "H", "H", "H", "H", "H", "H", "H", "H", "H", "C", "C", "C", "C", "N", "C", "C", "H", "H", "H", "H", "H", "H", "H"], "positions_angstrom": [[-0.1168, -0.8197, 0.0989], [1.3025, -3.2391, -1.6032], [1.4940, -2.0131, -1.5640], [1.9376, -1.3305, -0.6013], [1.1793, -1.2214, -2.8492], [1.6919, -1.7064, -4.0138], [1.5038, -1.0281, -5.2405], [0.7724, 0.1435, -5.2868], [0.2421, 0.6392, -4.1096], [0.3604, -0.0105, -2.8181], [-0.2398, 0.3692, -1.7975], [-0.4523, 1.8962, -4.2188], [-0.5279, 2.6309, -3.2494], [-0.9139, 2.2132, -5.3195], [2.0800, -1.5361, -6.4356], [1.8426, -0.9686, -7.5059], [2.6959, -2.6004, -6.3918], [2.2397, -2.6368, -3.9901], [0.6215, 0.6735, -6.2130], [-3.5860, -1.2752, -1.2621], [-3.5670, -0.2963, 0.4684], [-5.5233, -0.4464, 0.9853], [-3.2922, 1.6182, 0.0103], [-2.1847, -0.9095, 1.6145], [-4.4533, -0.9878, -1.8611], [-3.6351, -2.3505, -1.0749], [-2.6822, -1.0724, -1.8362], [-6.1838, -0.1070, 0.1843], [-5.7327, 0.1399, 1.8832], [-5.7553, -1.4907, 1.2069], [-4.1024, 1.9964, -0.6167], [-2.3577, 1.7294, -0.5382], [-3.2481, 2.2209, 0.9205], [-2.3977, -1.8974, 2.0385], [-2.0067, -0.1974, 2.4292], [3.0661, 4.5234, 2.6262], [2.2821, 3.3367, 2.1433], [2.5391, 2.0536, 2.6083], [1.7868, 0.9931, 2.1208], [0.8169, 1.1373, 1.2323], [0.5729, 2.3596, 0.7732], [1.2709, 3.4797, 1.1977], [3.8248, 4.2269, 3.3508], [2.4114, 5.2574, 3.1002], [3.5669, 5.0213, 1.7939], [3.3225, 1.8702, 3.3340], [1.9834, -0.0208, 2.4514], [-0.2062, 2.4332, 0.0231], [1.0278, 4.4494, 0.7806]], "mulliken_charge": [0.785, -0.757, -0.009, -0.782, 0.703, -0.456, -0.419, -0.319, -0.434, 0.635, -0.385, 0.913, -0.558, -0.685, 0.999, -0.690, -0.683, 0.504, 0.568, -0.972, 0.366, -1.347, -0.894, -1.001, 0.336, 0.340, 0.142, 0.338, 0.356, 0.351, 0.376, 0.005, 0.332, 0.247, 0.136, -1.356, 1.269, -0.725, -0.519, 0.069, -0.092, -0.855, 0.336, 0.303, 0.298, 0.285, 0.381, 0.193, 0.374]}

=====

[4]
{"formula": "C17H20N2O3S", "method": "wB97M-V/def2-TZVPD", "homo_lumo_gap_ha": 0.3160, "lumo_energy_ev": 0.6, "energy_ha": -1393.2038, "homo_ev": -8.00, "de_lowest_kcal_mol": 45.0, "multiplicity": 1, "elements": ["C", "C", "C", "C", "C", "C", "N", "S", "O", "O", "C", "C", "C", "C", "C", "C", "N", "C", "C", "C", "O", "C", "C", "H", "H", "H", "H", "H", "H", "H", "H", "H", "H", "H", "H", "H", "H", "H", "H", "H", "H", "H", "H"], "positions_angstrom": [[-5.3783, -2.6474, -0.6359], [-4.3754, -1.7229, -0.0154], [-3.0653, -2.1289, 0.1988], [-2.1348, -1.2628, 0.7421], [-2.4906, 0.0320, 1.0875], [-1.4763, 0.9952, 1.6476], [-1.2672, 2.1756, 0.8287], [-0.6422, 1.8885, -0.7096], [-0.5539, 3.1797, -1.3253], [-1.3791, 0.8678, -1.4056], [0.9729, 1.2688, -0.2968], [1.8854, 2.1049, 0.3115], [3.1285, 1.5910, 0.6374], [3.4425, 0.2672, 0.3631], [2.4985, -0.5934, -0.2403], [1.2532, -0.0548, -0.5651], [2.8402, -1.9056, -0.5041], [1.8355, -2.8489, -0.9237], [3.9662, -2.4127, 0.2431], [5.0888, -1.3817, 0.1490], [4.6943, -0.1561, 0.7181], [-3.8031, 0.4374, 0.8843], [-4.7312, -0.4276, 0.3383], [-5.1112, -3.6871, -0.4615], [-6.3734, -2.4656, -0.2357], [-5.4144, -2.4828, -1.7131], [-2.7692, -3.1333, -0.0699], [-1.1175, -1.5935, 0.8991], [-1.7822, 1.3369, 2.6426], [-0.5015, 0.5078, 1.7349], [-2.0923, 2.7513, 0.7398], [1.6205, 3.1295, 0.5069], [3.8833, 2.2008, 1.1072], [0.4782, -0.6382, -1.0319], [1.3344, -2.4812, -1.8178], [1.0830, -3.0365, -0.1480], [2.3252, -3.7904, -1.1676], [4.2934, -3.3581, -0.1943], [3.7165, -2.5792, 1.3026], [5.9728, -1.7025, 0.7037], [5.3544, -1.2344, -0.9063], [-4.1019, 1.4413, 1.1543], [-5.7469, -0.0931, 0.1812]], "mulliken_charge": [-1.481, 1.019, -0.817, -0.161, 0.840, -1.362, -0.332, 1.429, -0.774, -0.624, -0.718, -0.311, -1.043, 0.708, 0.558, -0.274, -0.037, -1.067, -0.593, -0.599, -0.483, -0.479, -0.808, 0.373, 0.385, 0.282, 0.343, 0.325, 0.468, 0.397, 0.335, 0.446, 0.444, 0.485, 0.345, 0.339, 0.344, 0.424, 0.275, 0.382, 0.301, 0.349, 0.369]}

=====

[5]
{"formula": "C17H20N2O8S", "method": "wB97M-V/def2-TZVPD", "homo_lumo_gap_ha": 0.3391, "lumo_energy_ev": 0.4, "energy_ha": -1769.3983, "homo_ev": -8.88, "multiplicity": 1, "elements": ["O", "C", "C", "O", "C", "O", "C", "C", "O", "C", "C", "O", "N", "C", "C", "C", "C", "C", "S", "O", "O", "N", "C", "C", "O", "C", "C", "C", "H", "H", "H", "H", "H", "H", "H", "H", "H", "H", "H", "H", "H", "H", "H", "H", "H", "H", "H", "H"], "positions_angstrom": [[-2.8542, -0.6439, -3.3664], [-1.6988, -0.3166, -3.2326], [-0.6442, -0.6205, -4.3148], [0.3334, -1.5695, -3.9010], [1.3786, -1.1353, -3.2002], [1.5083, 0.0119, -2.8129], [2.3591, -2.1885, -2.9384], [3.5111, -1.9071, -2.2962], [4.4414, -2.8213, -1.9720], [4.0143, -4.1563, -2.1753], [3.2091, -4.2614, -3.4743], [2.0605, -3.4477, -3.4039], [-1.1743, 0.3568, -2.1790], [-1.8140, 0.7756, -1.0141], [-3.1757, 0.5901, -0.7781], [-3.7451, 1.0353, 0.4031], [-2.9740, 1.6654, 1.3660], [-1.6255, 1.8421, 1.1222], [-0.6287, 2.6219, 2.3852], [0.7087, 2.8078, 1.8945], [-1.3233, 3.7550, 2.9183], [-0.6691, 1.4158, 3.5678], [0.1756, 0.2870, 3.2384], [-0.0714, -0.8158, 4.2713], [0.1668, -0.3583, 5.5797], [-0.6454, 0.7521, 5.8879], [-0.3974, 1.8996, 4.9093], [-1.0348, 1.4105, -0.0445], [-0.1519, 0.3136, -4.6110], [-1.1490, -1.0765, -5.1680], [3.7577, -0.9022, -1.9953], [4.9136, -4.7724, -2.2095], [3.3825, -4.4671, -1.3346], [2.8595, -5.2804, -3.6409], [3.8433, -3.9435, -4.3127], [-0.1756, 0.5671, -2.2230], [-3.7788, 0.1008, -1.5251], [-4.8014, 0.8884, 0.5682], [-3.3900, 2.0305, 2.2901], [-0.0919, -0.0582, 2.2383], [1.2347, 0.5816, 3.2448], [0.6097, -1.6532, 4.1118], [-1.1120, -1.1626, 4.1794], [-0.3844, 1.0474, 6.9049], [-1.7055, 0.4618, 5.8458], [-1.0663, 2.7387, 5.0969], [0.6449, 2.2392, 4.9966], [0.0215, 1.5791, -0.1920]], "mulliken_charge": [-0.639, 0.805, -0.776, -0.277, 0.644, -0.785, 0.218, -0.143, -0.383, -0.386, -0.484, -0.367, 0.008, 0.410, -0.331, -0.957, -0.485, -0.343, 1.377, -0.701, -0.760, 0.027, -0.360, -0.736, -0.378, -0.618, -0.540, -0.296, 0.366, 0.322, 0.455, 0.345, 0.279, 0.329, 0.307, 0.151, 0.543, 0.397, 0.471, 0.345, 0.281, 0.350, 0.352, 0.356, 0.339, 0.418, 0.323, 0.525]}